Entry 1:
Formula: C20H32As2IN4ORu
Source: the Open Molecules 2025 dataset
Level of theory: ωB97M-V with the def2-TZVPD basis set

Last column: Löwdin spin population.
Element x y z (Å)
Ru  -0.23599  -0.07018  -0.72702  3.58
C  -0.07017  -0.50806  3.07710  0.03
As  0.91641  -1.02797  1.49867  0.13
C  1.21373  -2.91559  1.78235  0.03
C  2.64438  -0.22761  1.75158  0.01
C  3.26789  -0.28423  2.99534  0.00
C  4.50835  0.30824  3.17795  0.00
C  5.12828  0.96035  2.12101  0.00
C  4.51567  1.01263  0.87708  0.01
C  3.27264  0.41477  0.68621  0.03
As  2.44970  0.39345  -1.05634  0.21
C  3.15808  1.91381  -2.00133  0.05
C  3.25572  -1.13475  -1.92061  0.03
H  0.36652  -1.00405  3.94272  0.00
H  -1.11102  -0.81164  2.97739  0.00
H  0.00249  0.56968  3.20333  0.00
H  1.64437  -3.03435  2.77613  0.00
H  1.91348  -3.29490  1.04038  0.00
H  0.27149  -3.45609  1.72381  0.00
H  2.79310  -0.78024  3.83357  0.00
H  4.98960  0.26487  4.14562  0.00
H  6.09287  1.42832  2.26442  0.00
H  5.02129  1.52330  0.06740  0.00
H  4.22891  1.76595  -2.13400  0.01
H  2.96490  2.82561  -1.44171  0.00
H  2.67372  1.96748  -2.97419  0.00
H  4.33013  -1.10876  -1.74323  0.00
H  3.04595  -1.09372  -2.98784  0.00
H  2.83998  -2.05361  -1.51053  0.00
N  -1.28190  -5.23542  -2.02616  0.00
C  -1.81373  -4.09477  -1.54504  0.01
C  -1.01812  -3.10638  -0.93022  0.02
N  -1.56265  -1.99743  -0.44722  0.10
C  -2.89269  -1.84414  -0.56133  0.01
C  -3.65255  -2.82262  -1.17479  0.00
N  -3.13273  -3.93254  -1.67827  0.00
H  -0.30092  -5.43578  -1.97615  0.00
H  -1.89567  -5.90410  -2.46005  0.00
H  0.05587  -3.22132  -0.84091  0.00
H  -3.33953  -0.95457  -0.14072  0.00
H  -4.72557  -2.70239  -1.26629  0.00
I  -0.34673  -0.33575  -3.31578  0.48
O  -0.39444  1.90656  -0.14559  0.16
C  -1.22874  2.82074  0.13846  0.03
C  -2.04690  2.76901  1.37156  0.00
C  -3.25564  1.90224  0.90078  0.00
C  -3.94051  2.33258  -0.41706  0.00
C  -3.15464  2.08919  -1.72535  0.01
C  -2.10415  3.16096  -2.05873  0.00
N  -1.58662  3.71259  -0.78174  0.02
H  -2.39558  3.76391  1.64941  0.00
H  -1.52702  2.31635  2.21131  0.00
H  -3.98774  1.89788  1.70793  0.00
H  -2.91016  0.86346  0.80115  0.00
H  -4.23802  3.38403  -0.34658  0.00
H  -4.87974  1.78182  -0.47587  0.00
H  -3.84411  2.00704  -2.56649  0.00
H  -2.67935  1.10252  -1.67497  0.00
H  -2.55489  3.99912  -2.58472  0.00
H  -1.28960  2.78240  -2.67167  0.00
H  -2.16768  4.45206  -0.41419  0.00

Computed properties:
Charge ... +2
Gap between HOMO and LUMO (alpha / beta) ... 7.8658 / 6.2097 eV
Spin multiplicity ... 6
Expectation value of S² ... 8.767


Entry 2:
Formula: C44H35CrN8O2Sb
Source: the Open Molecules 2025 dataset
Level of theory: ωB97M-V with the def2-TZVPD basis set

Last column: Löwdin spin population.
Element x y z (Å)
Cr  0.00000  0.00000  0.00000  0.81
C  13.11113  2.76128  2.68075  0.00
O  12.45891  2.73111  1.41768  0.00
C  11.12539  2.43230  1.41487  0.00
C  10.53433  2.40432  0.15232  0.00
C  9.17472  2.11036  0.00815  0.00
C  8.37306  1.83770  1.12482  0.00
C  8.97591  1.86879  2.39066  0.00
C  10.34046  2.16373  2.53462  0.00
C  6.95037  1.53205  0.92582  0.00
N  6.32795  1.47282  -0.23910  0.00
C  5.01588  1.15632  0.03046  0.00
C  4.82173  1.01801  1.39704  0.00
N  6.05792  1.26169  1.93930  0.00
C  3.56377  0.69391  1.94674  0.00
C  3.35022  0.55027  3.32771  0.00
C  2.07469  0.22875  3.77332  0.00
C  1.07321  0.06500  2.82995  0.00
N  1.25482  0.19804  1.49662  0.00
C  2.47994  0.50807  1.05537  0.00
C  2.64888  0.64012  -0.30058  0.01
N  1.57523  0.44924  -1.08214  0.01
C  1.73773  0.57871  -2.41950  0.00
C  2.93912  0.89500  -3.03357  0.00
C  4.05263  1.09319  -2.22843  0.01
C  3.91515  0.96580  -0.83734  0.00
H  14.16323  3.00748  2.50812  0.00
H  13.07393  1.78124  3.16783  0.00
H  12.68818  3.53950  3.32462  0.00
H  11.13424  2.61194  -0.73060  0.00
H  8.74109  2.09493  -0.99075  0.00
H  8.40912  1.66567  3.29372  0.00
H  10.75674  2.17462  3.53670  0.00
H  6.27717  1.24473  2.92219  0.00
H  4.14994  0.68321  4.04783  0.00
H  1.86078  0.10741  4.82921  0.00
H  0.05899  -0.18693  3.12842  0.00
H  0.83797  0.41407  -3.00601  0.00
H  3.00418  0.98431  -4.11188  0.00
H  5.01518  1.34285  -2.66768  0.00
N  -2.72127  2.55078  1.51066  0.00
C  -2.50102  2.02957  2.75910  0.00
C  -1.54560  1.05483  2.57325  0.00
N  -1.18284  0.97198  1.25233  0.00
C  -1.90562  1.87927  0.65272  0.00
C  -1.73443  2.01354  -0.72551  0.01
N  -0.86663  1.21999  -1.29335  0.01
C  -0.90026  1.56098  -2.62221  0.00
C  -1.80499  2.57559  -2.84531  0.00
N  -2.33338  2.85508  -1.61186  0.00
H  -3.36575  3.29081  1.27725  0.00
H  -3.02210  2.38266  3.63729  0.00
H  -1.09849  0.40787  3.31715  0.00
H  -0.27103  1.05687  -3.34456  0.00
H  -2.10576  3.10137  -3.73996  0.00
H  -3.03255  3.55215  -1.40523  0.00
O  -0.47635  -1.26846  0.89362  0.13
C  -0.72616  -4.79027  -5.97303  0.00
C  -1.88625  -4.24865  -5.41309  0.00
C  -1.79983  -3.40214  -4.30315  0.00
C  -0.55045  -3.09649  -3.74320  0.00
C  0.60917  -3.63621  -4.31546  0.00
C  0.52173  -4.48199  -5.42546  0.00
Sb  -0.36299  -1.79238  -2.03339  0.00
C  0.36264  -3.27042  -0.64025  0.00
C  -0.39629  -3.68396  0.46394  0.00
C  0.11084  -4.64390  1.34628  0.00
C  1.37936  -5.19071  1.13370  0.00
C  2.14364  -4.77487  0.04051  0.00
C  1.63740  -3.81654  -0.84197  0.00
C  -2.43331  -1.71215  -1.44954  0.00
C  -3.02741  -0.46001  -1.25344  0.00
C  -4.37261  -0.37025  -0.88251  0.00
C  -5.12810  -1.53321  -0.70545  0.00
C  -4.53828  -2.78643  -0.89976  0.00
C  -3.19331  -2.87667  -1.27208  0.00
H  -0.79390  -5.44446  -6.83261  0.00
H  -2.85262  -4.48281  -5.84062  0.00
H  -2.70662  -2.98703  -3.89234  0.00
H  1.58010  -3.40062  -3.90474  0.00
H  1.42124  -4.89677  -5.86175  0.00
H  -1.37373  -3.26638  0.64977  0.00
H  -0.47856  -4.96204  2.19645  0.00
H  1.77166  -5.93267  1.81719  0.00
H  3.12806  -5.19388  -0.12262  0.00
H  2.23983  -3.49857  -1.68052  0.00
H  -2.44727  0.44316  -1.39144  0.00
H  -4.82887  0.59991  -0.73371  0.00
H  -6.16949  -1.46303  -0.41886  0.00
H  -5.12360  -3.68613  -0.76359  0.00
H  -2.74289  -3.84867  -1.42401  0.00

Computed properties:
Charge ... +1
Gap between HOMO and LUMO (alpha / beta) ... 6.3296 / 6.0042 eV
Spin multiplicity ... 2
Expectation value of S² ... 0.760
Energy relative to the best compared isomer or geometry (same formula, charge and spin) ... 100.2 kcal per mole


Entry 3:
Formula: C19H27Br4FeN4O5S
Source: the Open Molecules 2025 dataset
Level of theory: ωB97M-V with the def2-TZVPD basis set

Last column: Löwdin spin population.
Element x y z (Å)
Fe  8.16541  11.21063  12.31434  3.81
C  11.13513  11.64237  13.72574  0.00
N  9.73980  11.28050  14.16916  0.03
C  9.76490  10.04351  14.98364  0.00
C  9.26214  12.39330  15.03767  0.00
C  7.73331  12.57050  15.04735  0.00
N  7.17548  12.88161  13.67768  0.04
C  7.57491  14.24680  13.21853  0.00
C  5.73403  12.75405  13.74648  0.00
H  11.72879  12.05432  14.56403  0.00
H  11.11307  12.38589  12.94131  0.00
H  11.64012  10.75713  13.32496  0.00
H  10.46640  10.13866  15.84052  0.00
H  10.08360  9.17196  14.36950  0.00
H  8.76908  9.80057  15.38522  0.00
H  9.72303  13.32229  14.64507  0.00
H  9.60187  12.21284  16.08857  0.00
H  7.46287  13.37110  15.77034  0.00
H  7.30702  11.59348  15.29272  0.00
H  7.12359  14.98055  13.90855  0.00
H  7.23149  14.45736  12.20697  0.00
H  8.68001  14.30390  13.22163  0.00
H  5.34216  13.47581  14.49387  0.00
H  5.42863  11.74231  14.05799  0.00
H  5.28932  12.97076  12.73833  0.00
Br  4.59649  5.06670  11.16846  0.02
C  5.38218  6.61706  11.97026  0.08
C  5.07846  6.98057  13.30074  0.09
Br  3.91893  5.84631  14.29334  0.02
C  5.62178  8.11419  13.88318  0.03
Br  5.28457  8.45592  15.72884  0.00
C  6.43536  9.01975  13.17229  0.10
O  6.93224  10.11406  13.62623  0.24
C  6.74256  8.67582  11.77162  0.10
O  7.44224  9.50615  11.10608  0.25
C  6.23872  7.44571  11.24970  0.05
Br  6.64718  7.02823  9.40982  0.01
C  10.11331  8.81021  6.14714  0.00
C  9.55364  9.97484  6.90565  0.00
C  8.22056  9.94874  7.40211  0.00
C  7.77566  10.92504  8.27047  0.00
C  8.70094  11.90534  8.69150  0.00
C  9.98060  12.02644  8.15349  0.00
C  10.38864  11.07334  7.20610  0.00
S  8.20517  12.94480  10.09184  0.00
O  8.20558  14.33628  9.68428  0.01
O  9.24278  12.62958  11.14978  0.04
O  6.92203  12.37049  10.55073  0.03
H  9.33309  8.10941  5.84551  0.00
H  10.92950  8.29758  6.67412  0.00
H  10.61741  9.12124  5.23201  0.00
H  7.51454  9.14960  7.15420  0.00
H  6.74681  10.95537  8.67236  0.00
H  10.60694  12.90232  8.44670  0.00
H  11.36984  11.16623  6.72474  0.00
N  10.20870  8.79195  12.08693  0.00
N  9.88022  10.02875  11.41267  0.04
H  11.04655  8.33009  11.68000  0.00
H  9.44305  8.14596  11.95856  0.00
H  9.52481  9.80508  10.46409  0.00
H  10.76911  10.54462  11.31810  0.00

Computed properties:
Gap between HOMO and LUMO (alpha / beta) ... 8.1111 / 6.1079 eV
Spin multiplicity ... 6
Expectation value of S² ... 8.778
Energy relative to the best compared isomer or geometry (same formula, charge and spin) ... 0.0 kcal per mole


Entry 4:
Formula: C26H56AsBrNO5
Source: the Open Molecules 2025 dataset
Level of theory: ωB97M-V with the def2-TZVPD basis set

Last column: Mulliken charge in e.
Element x y z (Å)
C  8.38112  0.14359  1.87558  -0.81
C  7.14348  -0.87264  1.86088  -0.45
O  5.96807  -0.17640  1.35124  -0.36
C  5.61783  -0.68708  0.04624  -0.46
C  4.82570  0.34030  -0.87466  -0.62
C  3.63404  1.10909  -0.14028  -0.64
C  2.20127  0.95163  -0.89508  -0.16
C  1.67817  -0.50891  -0.66145  -1.02
As  -0.35743  -0.83042  -0.85990  1.46
Br  -0.14528  -1.98565  1.25993  -0.45
C  -0.20517  0.23743  -2.57439  -0.87
C  -1.22989  0.01723  -3.75498  -0.96
C  -2.63233  0.77497  -3.69542  -0.54
C  -2.60767  2.23950  -3.07395  0.33
N  -2.20046  3.28097  -4.08147  -0.69
C  -0.80052  0.84353  0.23457  -0.67
C  -2.08239  0.83177  1.14407  0.03
C  -2.08225  2.25695  1.94569  -0.71
C  -2.70042  3.40331  1.02168  0.45
C  -2.35935  4.89051  1.50667  -0.95
O  -1.09038  5.02639  2.17659  -0.40
C  -0.01731  5.21410  1.23565  -0.08
C  1.23977  4.35295  1.72792  -0.69
C  -2.28896  -1.35917  -1.13263  -0.91
C  -2.87363  -2.56516  -0.24872  -1.05
C  -3.60817  -2.16066  1.10463  0.43
C  -4.83717  -3.13843  1.47074  0.18
O  -5.66758  -3.55287  0.65002  -0.57
O  -5.01518  -3.51063  2.83202  -0.32
C  -4.04522  -4.50498  3.24920  -0.07
C  -4.72132  -5.28397  4.49216  -1.01
C  0.16545  -2.60175  -1.78565  -1.03
O  0.94099  -3.43109  -0.84736  -0.18
C  1.82928  -4.27336  -1.63262  -0.68
H  9.39094  -0.35294  1.72184  0.27
H  8.17770  0.90778  1.04701  0.25
H  8.41775  0.72082  2.86265  0.24
H  7.36279  -1.83526  1.30076  0.35
H  6.93863  -1.15557  2.95177  0.30
H  6.60399  -0.92443  -0.49472  0.39
H  5.06101  -1.68740  0.14110  0.22
H  5.53588  1.11418  -1.31151  0.37
H  4.34670  -0.26746  -1.72323  0.21
H  3.87088  2.20912  0.09109  0.31
H  3.51236  0.61902  0.89333  0.25
H  2.45128  1.10673  -2.00883  0.33
H  1.59334  1.84011  -0.57214  -0.06
H  2.06889  -0.87880  0.35033  0.33
H  2.18961  -1.19760  -1.43117  0.02
H  -0.10427  1.37276  -2.41802  0.58
H  0.80858  -0.06150  -3.03895  0.33
H  -0.71883  0.42512  -4.70883  0.43
H  -1.33379  -1.10557  -3.98304  0.20
H  -3.44168  0.10097  -3.23643  0.21
H  -2.96919  0.90344  -4.79051  0.47
H  -3.69974  2.49680  -2.81498  0.32
H  -2.02901  2.35110  -2.10979  -0.55
H  -2.59485  3.02266  -4.99097  0.27
H  -1.17691  3.32507  -4.10383  0.29
H  -0.80345  1.80287  -0.37849  -0.16
H  0.10128  0.95395  0.94452  0.38
H  -3.09141  0.81955  0.62004  0.09
H  -2.08472  0.06171  1.99281  -0.01
H  -2.65750  2.13885  2.93462  0.45
H  -1.00337  2.49166  2.25199  0.14
H  -3.84266  3.27870  1.06564  0.44
H  -2.36262  3.29470  -0.05545  -0.53
H  -3.23937  5.29999  2.10279  0.35
H  -2.29306  5.53219  0.55319  0.36
H  0.32977  6.29327  1.12480  0.30
H  -0.29648  4.83862  0.20052  0.18
H  1.25989  4.19966  2.85149  0.29
H  2.23604  4.81867  1.41706  0.36
H  1.20013  3.32857  1.22527  -0.05
H  -3.01002  -0.46496  -1.16863  0.39
H  -2.38501  -1.81939  -2.18559  0.48
H  -2.17677  -3.46470  -0.16398  0.11
H  -3.74958  -2.99607  -0.87154  0.53
H  -4.10767  -1.14435  0.91910  0.03
H  -2.94190  -2.15474  2.02444  0.08
H  -3.09415  -3.95018  3.55049  0.22
H  -3.81151  -5.26213  2.43028  0.27
H  -4.56295  -4.65139  5.42171  0.26
H  -5.84866  -5.30891  4.30243  0.27
H  -4.29783  -6.32357  4.64007  0.31
H  0.76776  -2.34548  -2.71773  0.59
H  -0.72411  -3.24653  -2.07631  0.39
H  1.75306  -5.32966  -1.19279  0.25
H  2.88654  -3.85015  -1.58628  0.14
H  1.53123  -4.36100  -2.72636  0.29

Computed properties:
Charge ... -1
Gap between HOMO and LUMO ... 6.8861 eV


no.,total energy (eV)
1,-161612.053
2,-97162.772
3,-361731.496
4,-170471.724